The following is a DFT calculation (ωB97M-V/def2-TZVPD) of 2 unconnected molecules or ions with the total composition C2H8N3O.

Properties
- E (a.u.) = -320.2034
- spin multiplicity = 1
- charge = +1

```
14
Properties=species:S:1:pos:R:3:forces:R:3
C 2.9736 0.1639 0.1964 0.30 -0.06 0.33
C -1.8831 0.1509 0.7231 -1.50 1.58 -3.02
N 3.8414 0.7974 -0.2732 1.16 0.84 -1.27
N -0.0813 0.6474 -0.8432 -2.31 1.56 -0.87
N -0.4836 -0.1909 0.2063 -2.32 1.35 0.42
O 2.1465 -0.3924 0.8073 -0.89 -0.53 0.39
H -2.1411 -0.3222 1.6191 0.01 -1.63 1.03
H -2.6536 -0.0669 -0.1539 1.70 0.29 2.01
H -2.0018 1.2075 1.0017 0.65 -0.10 -0.65
H -0.6412 -1.1326 -0.1287 1.15 -0.86 0.60
H 4.2986 0.9970 -1.1584 -0.26 -0.20 0.62
H -0.5594 0.6886 -1.7617 -0.14 -0.74 1.35
H 0.8689 0.6388 -0.9418 2.72 -0.19 -0.26
H 0.2039 0.0274 0.9656 -0.25 -1.31 -0.69
```
Positions in Å, forces in eV/Å.

The following is a DFT calculation (ωB97M-V/def2-TZVPD) of 2 unconnected molecules or ions with the total composition C2H8N3O2.

Properties
- E (a.u.) = -395.5792
- spin multiplicity = 1
- charge = -1

```
15
Properties=species:S:1:pos:R:3:forces:R:3
C 0.4189 -0.5307 1.0610 -0.52 2.64 0.31
C 0.1699 1.0094 0.9797 -0.48 -0.65 -2.97
N 0.3988 -1.3342 -0.1088 -1.73 0.35 -1.57
N 0.7012 -0.4937 -1.1959 -0.35 -0.75 0.65
N -1.3814 0.0591 -1.7649 0.26 -4.33 1.21
O -1.8609 -0.7018 -0.7429 -0.14 2.37 -2.11
O 1.0786 1.6477 0.0835 0.65 -1.89 -0.13
H 1.2914 -0.6178 1.6122 2.40 -0.42 0.79
H -0.3130 -0.7448 1.7634 -1.84 -1.43 1.17
H 0.3086 1.4272 1.9217 0.06 0.64 2.06
H -0.8733 1.1871 0.6266 0.43 -0.14 0.37
H -0.7031 -1.5483 -0.2594 1.21 0.56 -0.09
H 0.8174 -1.1527 -1.9412 0.11 -0.01 -0.79
H -1.3440 1.0487 -1.5801 0.26 0.73 1.48
H 1.2910 0.7448 -0.4550 -0.31 2.33 -0.36
```
Positions in Å, forces in eV/Å.

The following is a DFT calculation (ωB97M-V/def2-TZVPD) of a molecular structure, C2H8N3O2PS3.

Properties
- E (a.u.) = -1931.6144
- spin multiplicity = 1
- charge = 0

```
19
Properties=species:S:1:pos:R:3:forces:R:3
C 0.9785 -1.0032 -1.7057 -1.40 -0.03 -1.05
C 1.3416 0.4125 -2.2129 3.43 -1.82 -0.51
N 1.3047 0.0622 0.3473 -0.47 1.13 -0.08
N 0.7803 0.8924 3.3974 1.27 -2.02 0.81
N -2.8642 -0.6818 1.4526 -0.02 -0.50 0.22
O -1.2505 1.0656 -0.2123 0.67 0.42 -0.30
O 1.3775 -1.1315 -0.3550 -0.40 -1.61 0.76
P -0.2816 0.6640 0.8339 -1.49 0.07 -0.29
S 2.0423 1.1704 -0.7401 0.32 1.26 0.04
S 0.0739 2.0370 2.4453 0.01 0.20 -1.84
S -1.2746 -0.8722 1.8714 1.09 -1.09 0.85
H -0.1464 -1.1890 -1.8536 1.53 0.31 0.44
H 1.5358 -1.7652 -2.2605 -0.15 0.04 0.31
H 2.2067 0.3634 -3.0011 -1.42 0.03 1.54
H 0.5442 0.8273 -2.7066 -2.04 1.52 -0.57
H 1.4791 0.2982 2.8743 -0.93 0.94 1.10
H 0.1155 0.3216 3.9468 0.58 0.37 -0.72
H -3.0249 -0.9163 0.5050 -0.25 -0.15 -1.00
H -3.2470 0.2081 1.6562 -0.32 0.94 0.27
```
Positions in Å, forces in eV/Å.

Asked for energy relative to the best compared isomer or geometry (same formula, charge and spin) across the records above, the calculation gives 76.0; 167.8; 30.5 kcal/mol in order.
Asked for max |F| across the records above, the calculation gives 3.719; 4.502; 3.919 eV/A in order.
Asked for orbital gap across the records above, the calculation gives 11.9652; 7.4143; 9.3986 eV in order.